Here is a cluster of 2 separate species, C4H11N3O2 in total from OMol25. Energies are from ωB97M-V with the def2-TZVPD basis set.

Cartesian coordinates (Å):
H (0.4178, 0.6089, 0.2981)
N (0.2053, 0.0245, -0.4814)
C (1.0806, -0.8521, -0.9210)
N (0.7924, -1.8164, -1.8579)
N (2.4104, -1.0393, -0.3198)
C (2.6331, -0.5819, 1.0855)
H (1.5950, -2.3283, -2.2782)
H (-0.1377, -2.2137, -1.8635)
H (3.2460, -0.4381, -0.7791)
H (3.6513, -0.5261, 1.4380)
H (2.1109, -1.3131, 1.6368)
H (1.9831, 0.3005, 1.3873)
C (-2.2937, 1.7435, 0.9731)
C (-3.1539, 1.0098, -0.0622)
O (-4.2465, 1.2223, -0.4455)
O (-2.3171, 0.1694, -0.7484)
H (-1.2639, 1.5296, 1.0027)
H (-2.7310, 1.3960, 1.8349)
H (-2.5688, 2.8509, 1.0498)
H (-1.4132, 0.2537, -0.9492)

The calculation puts the max |F| at 5.69 eV Å⁻¹. As for the energy above the lowest of the compared OMol25 structures with the same formula, charge and spin: 271.09 kJ/mol. Its HOMO energy is -0.353 Ha. Its electronic energy is -473.6995 Ha. The calculation puts the gap between HOMO and LUMO at 0.3722 hartree.

Results of the Mulliken charge analysis, in e, for atoms 1 through 4: 0.1075, -0.5812, 0.4514, -0.3932